C39H69N3O5PtSSi as an isolated structure at a distorted geometry. Source: the OMol25 dataset; level of theory: ωB97M-V/def2-TZVPD.

Geometry as XYZ:
```
119
Properties=species:S:1:pos:R:3:forces:R:3
Pt 0.388365 0.852837 -0.041618 0.373 0.708 0.182
C -1.074351 -3.708169 0.920582 0.088 0.150 0.133
C -1.906363 -2.530961 0.413845 0.064 0.113 0.200
C -1.842064 -2.483415 -1.100469 0.143 0.097 -0.164
C -3.350778 -2.693231 0.878603 0.023 0.179 0.133
O -1.346855 -1.270009 0.879489 -0.382 -0.310 0.137
Si -1.398939 -0.563174 2.380121 0.163 0.018 -0.162
S -0.041101 1.032426 2.331852 0.004 -0.330 -0.206
O -1.011440 -1.761471 3.428237 0.104 -0.098 0.163
C -1.021209 -1.839901 4.862510 -0.109 0.080 -0.038
C -0.981842 -0.457441 5.509102 -0.056 0.086 -0.134
C -2.290590 -2.576239 5.270077 -0.121 -0.001 -0.051
C 0.215403 -2.632807 5.252768 0.153 -0.013 -0.047
O -2.917845 -0.118068 2.810311 -0.278 0.117 -0.034
C -3.749268 0.984421 2.399104 0.142 0.029 -0.080
C -3.446501 2.185050 3.287449 0.094 0.018 0.067
C -3.505412 1.338530 0.933085 0.095 -0.084 0.024
C -5.183751 0.527075 2.600479 -0.115 -0.128 0.025
H -1.503072 -4.647804 0.561421 0.038 0.064 0.009
H -1.054352 -3.715440 2.010540 -0.001 -0.034 -0.034
H -0.047874 -3.632813 0.555786 -0.061 -0.082 -0.006
H -2.203032 -3.424746 -1.523834 0.021 0.051 0.007
H -0.809743 -2.311020 -1.420978 -0.171 -0.022 0.007
H -2.456577 -1.667123 -1.476147 -0.060 0.100 -0.072
H -3.753374 -3.638531 0.507703 0.005 0.035 0.003
H -3.970734 -1.875560 0.501446 0.035 -0.051 0.027
H -3.409442 -2.690646 1.970969 -0.010 -0.019 -0.094
H -1.899458 0.096605 5.285632 0.112 -0.050 0.036
H -0.132423 0.117482 5.131459 -0.037 -0.044 0.056
H -0.887480 -0.558717 6.593211 -0.023 0.018 -0.057
H -3.158586 -2.040054 4.874688 0.060 -0.061 0.069
H -2.374096 -2.633531 6.359705 0.007 -0.020 -0.091
H -2.289753 -3.590820 4.860229 -0.009 0.078 0.036
H 1.112096 -2.078843 4.955423 -0.081 -0.074 0.068
H 0.214976 -3.600227 4.742097 0.011 0.059 0.054
H 0.246305 -2.800573 6.333610 0.003 0.006 -0.104
H -2.386526 2.439773 3.215849 -0.083 0.021 0.003
H -3.683171 1.950297 4.329721 0.025 0.030 -0.076
H -4.042066 3.050445 2.978386 0.040 -0.093 0.050
H -2.460932 1.628148 0.778078 -0.126 -0.006 -0.036
H -4.149426 2.170929 0.636964 0.023 -0.033 0.005
H -3.721489 0.481266 0.288554 0.026 0.039 0.074
H -5.339103 0.242852 3.645184 -0.013 0.028 -0.092
H -5.395496 -0.342893 1.971375 -0.004 0.085 0.055
H -5.883319 1.329249 2.344182 0.068 -0.088 0.029
C 0.902697 0.370256 -3.594040 -0.202 0.138 -0.145
N -0.484102 0.312280 -4.050237 0.076 -0.143 0.055
C -0.773814 -0.670911 -5.091117 0.076 0.013 0.190
C -1.460275 0.767456 -3.198492 -0.212 0.169 0.108
O -1.261242 1.047438 -2.013217 0.177 -0.217 -0.445
N -2.717237 0.910965 -3.763982 -0.044 0.139 0.107
C -2.860411 1.434920 -5.116702 -0.003 -0.011 0.066
C -3.827910 1.254847 -2.880521 0.230 -0.018 -0.162
H 1.525139 -0.125830 -4.336774 0.002 0.047 -0.037
H 1.037140 -0.123079 -2.638152 0.019 -0.214 0.266
H 1.235594 1.402679 -3.489015 -0.045 0.038 0.022
H -0.265710 -1.611990 -4.863214 0.014 0.012 0.019
H -0.435552 -0.328284 -6.071901 0.006 0.017 0.002
H -1.839638 -0.870685 -5.136619 0.006 -0.015 0.010
H -1.915885 1.394080 -5.651464 -0.077 0.032 0.031
H -3.180091 2.480845 -5.079865 -0.015 0.018 0.023
H -3.609779 0.871776 -5.676678 -0.005 -0.028 -0.008
H -3.580715 0.998349 -1.857531 0.053 -0.083 0.023
H -4.723349 0.714771 -3.191111 -0.008 -0.002 -0.028
H -4.041031 2.328820 -2.916427 0.017 -0.022 -0.024
C 6.080249 -5.751427 -0.010048 -0.092 0.054 -0.013
C 4.945425 -4.770388 0.133618 -0.033 -0.004 -0.071
C 4.741485 -4.072204 1.315712 0.130 -0.043 0.039
C 3.706859 -3.158043 1.449886 -0.035 0.127 0.146
C 3.530998 -2.433229 2.768965 -0.023 -0.022 -0.051
C 2.857664 -2.920383 0.356477 0.024 -0.194 -0.133
C 1.802467 -1.923029 0.545234 0.109 -0.052 0.743
O 1.145397 -1.410884 -0.331569 0.000 0.048 -1.141
C 3.036097 -3.626761 -0.855035 -0.042 -0.031 -0.016
C 2.140642 -3.454969 -2.061922 0.103 0.075 0.155
C 4.075110 -4.543431 -0.932807 0.019 0.001 0.028
H 6.642049 -5.856542 0.918306 -0.045 0.013 -0.038
H 6.768990 -5.422819 -0.791130 -0.001 -0.016 0.022
H 5.704186 -6.734666 -0.300499 0.024 0.024 0.020
H 5.411115 -4.239759 2.154449 -0.054 0.005 -0.049
H 4.365007 -2.656199 3.433337 -0.005 -0.016 -0.029
H 2.610235 -2.746274 3.272795 0.096 0.052 -0.066
H 3.481807 -1.348104 2.640453 0.028 -0.126 0.037
H 1.599220 -1.611517 1.582207 0.051 -0.007 -0.016
H 1.085100 -3.456459 -1.790658 0.038 -0.023 0.023
H 2.324960 -4.260625 -2.774767 0.003 0.057 0.042
H 2.332240 -2.499581 -2.556945 -0.022 -0.027 0.041
H 4.213900 -5.101385 -1.855892 -0.009 0.051 0.078
C 1.626479 6.480817 -3.469075 -0.024 -0.087 0.062
C 0.901108 5.472393 -2.605853 -0.020 0.013 -0.037
C -0.459940 5.605571 -2.350025 0.019 -0.039 0.028
C -1.104960 4.700479 -1.508414 -0.071 0.114 -0.063
C -2.581540 4.826615 -1.213247 0.138 -0.029 0.030
C -0.372291 3.680866 -0.929720 0.223 -0.138 0.139
C 0.992660 3.464967 -1.208452 0.012 0.102 -0.042
C 1.607397 4.409086 -2.051978 -0.016 -0.054 -0.071
N 1.622683 2.347601 -0.637466 -0.341 -0.203 0.101
C 3.094373 2.313107 -0.421051 0.031 0.138 -0.064
C 3.542204 3.548951 0.372904 -0.119 0.064 -0.045
C 3.475788 1.089148 0.413686 -0.157 -0.055 0.077
C 3.885144 2.160831 -1.734900 -0.023 -0.050 -0.108
H 0.925130 7.173208 -3.936030 0.028 -0.029 0.004
H 2.200444 5.989733 -4.259849 -0.047 0.030 0.055
H 2.329254 7.068652 -2.871518 -0.042 -0.033 -0.036
H -1.014458 6.435047 -2.782951 0.052 -0.081 0.033
H -2.959416 5.808230 -1.501245 0.005 -0.015 0.028
H -2.786992 4.668895 -0.150638 0.027 0.020 -0.093
H -3.145920 4.072038 -1.767310 0.015 0.017 0.027
H -0.848905 3.033343 -0.203257 -0.045 -0.042 0.011
H 2.651253 4.327313 -2.307212 -0.040 0.051 0.051
H 3.047500 3.546329 1.349146 0.062 0.018 -0.084
H 3.289096 4.481992 -0.131678 0.038 -0.052 0.038
H 4.624825 3.520463 0.526362 -0.080 -0.001 -0.004
H 2.906561 1.053455 1.345996 0.012 -0.029 -0.048
H 4.544040 1.137362 0.651794 -0.134 0.002 -0.033
H 3.299409 0.175260 -0.157353 -0.019 -0.029 0.061
H 3.868966 3.041005 -2.372804 0.040 -0.093 0.030
H 3.484607 1.315714 -2.307864 0.068 0.105 0.081
H 4.933160 1.948347 -1.499884 -0.103 -0.005 -0.030
```
Positions in Å, forces in eV/Å.

Calculated values
2S+1 = 3
HOMO (spin up / spin down) = -6.79 / -6.97 eV
Frontier orbital gap (spin up / spin down) = 0.25195 / 0.23462 Ha
Energy = -78235.2660 eV